39
Properties=species:S:1:pos:R:3:forces:R:3:mulliken_charge:R:1 method="wB97M-V/def2-TZVPD" e_tot_ha=-1183.17500 multiplicity=1 total_charge=+1
O 6.1499 0.7370 -0.3845 -0.44 1.02 -0.80 -0.516
O -1.2184 0.7355 -2.6447 -0.23 0.02 0.37 -0.576
O 1.4613 0.1805 -0.1467 -1.89 0.23 -1.83 -0.418
O -3.9745 -1.3992 2.7896 0.54 0.33 -0.69 -0.576
O -4.2146 -1.7661 -0.1908 0.98 0.62 0.48 -0.416
O -2.0240 0.0597 3.7121 0.29 -0.42 1.02 -0.500
O 3.6439 1.4198 -4.2713 -1.25 1.35 -6.49 -0.501
C 3.6166 1.1016 -3.0913 2.58 -1.43 8.19 0.122
C 4.8941 1.0684 -2.3921 -2.26 -0.19 -0.99 -0.788
C 3.7619 0.3578 -0.3353 2.05 -0.08 0.94 -0.255
C 1.1706 0.9398 -2.8402 -1.46 -0.66 1.12 -0.417
C 4.9566 0.7111 -1.0585 -0.28 0.22 0.76 0.498
C 2.5595 0.4378 -0.9100 -0.46 0.62 -1.50 -0.015
C 0.0015 0.6411 -2.0363 1.91 0.92 -2.12 0.176
C 2.4384 0.8473 -2.3047 -0.53 -0.34 -0.05 1.037
C 0.1792 0.2527 -0.7264 -0.26 -0.49 1.75 0.429
C -2.0910 -0.7882 -0.3254 0.38 0.25 -0.16 -0.989
C -0.8989 0.1220 1.5681 0.47 0.26 0.17 -0.378
C -3.1509 -1.1974 0.4933 -0.09 -0.19 -0.25 -0.427
C -1.9174 -0.2947 2.4148 0.51 0.59 -1.48 0.899
C -3.0250 -0.9882 1.8853 -0.82 -0.36 0.61 0.810
C -0.9411 -0.1250 0.1862 -0.38 -0.60 -0.50 0.064
C -5.2481 -2.4213 0.5452 -0.02 -0.45 0.13 -0.737
C -0.8406 0.3767 4.4837 -0.23 0.01 0.07 -0.893
H 6.7543 1.4426 -0.7666 -1.02 -1.40 0.44 0.349
H -1.2715 1.4317 -3.3298 0.32 -0.46 0.63 0.324
H -3.6548 -1.1167 3.6626 -0.11 0.00 -0.07 0.381
H 2.7620 1.3664 -4.7046 0.84 0.17 0.10 0.282
H 5.7815 1.2852 -2.9527 0.28 0.12 -0.20 0.450
H 3.7779 0.0784 0.7102 0.42 0.03 -0.01 0.500
H 0.9722 1.1976 -3.8935 0.15 -0.01 0.54 0.251
H -2.2007 -1.0222 -1.3872 0.11 0.15 0.42 0.473
H -0.0867 0.7220 1.9601 0.02 -0.13 0.10 0.495
H -5.8775 -2.9988 -0.1523 0.44 0.51 0.09 0.255
H -5.8462 -1.7054 1.1022 -0.10 0.01 -0.05 0.296
H -4.7803 -3.1133 1.2354 -0.17 -0.21 0.19 0.313
H -0.0020 -0.2730 4.2336 -0.15 -0.19 -0.05 0.390
H -0.5449 1.4016 4.3021 0.02 0.31 -0.18 0.336
H -1.0722 0.2951 5.5605 -0.18 -0.18 -0.70 0.271


41
Properties=species:S:1:pos:R:3:forces:R:3:mulliken_charge:R:1 method="wB97M-V/def2-TZVPD" multiplicity=2 s_squared=0.758 de_lowest_kcal_mol=10.9 total_charge=+1
Ru 0.5961 -0.6691 0.5088 1.03 2.08 -1.10 0.906
Br 1.2156 6.3715 2.6297 0.02 -0.07 0.07 -0.153
C 1.1911 4.4907 2.4738 -0.03 0.30 -0.04 -0.199
C 2.1003 3.7156 3.2134 -0.17 -0.16 -0.12 -0.310
C 2.1324 2.3572 3.0373 0.22 -0.14 0.14 -0.775
C 1.3030 1.7195 2.0964 -0.42 0.48 -0.60 0.575
O 1.5088 0.4643 1.8164 -0.25 -0.57 0.51 -0.613
C 0.2870 2.4953 1.4488 0.65 -0.10 0.17 0.303
C -0.7361 1.9404 0.6437 -0.14 -0.07 -0.19 0.147
N -0.8918 0.6815 0.3387 -0.08 0.62 0.06 -0.190
C -2.0015 0.2423 -0.4215 -0.36 -0.23 -0.34 0.522
C -3.1111 0.9750 -0.7746 0.31 -0.02 0.25 -0.628
C -4.1286 0.3962 -1.5486 -0.21 -0.08 -0.10 -1.026
C -4.0755 -0.9160 -1.9276 -0.07 0.04 0.04 -0.881
C -2.9637 -1.7051 -1.5708 0.28 0.00 0.15 0.877
C -2.8283 -3.0757 -1.8889 0.09 0.05 0.00 -0.450
C -1.6717 -3.7303 -1.5712 -0.18 -0.18 -0.18 -0.931
C -0.6359 -3.0450 -0.9282 0.10 0.15 0.17 -0.033
N -0.7520 -1.7804 -0.5568 -0.30 -0.34 -0.28 -0.094
C -1.9093 -1.1045 -0.8560 -0.07 0.21 -0.02 0.625
C 0.2925 3.8996 1.6376 -0.13 -0.04 -0.03 -0.640
H 2.7795 4.1940 3.9050 -0.01 0.00 0.02 0.439
H 2.8251 1.7413 3.5947 0.06 0.00 -0.07 0.488
H -1.4592 2.6506 0.2520 -0.06 0.02 0.10 0.194
H -3.2246 1.9979 -0.4448 -0.06 0.01 -0.03 0.353
H -4.9807 0.9989 -1.8304 0.00 0.02 0.03 0.396
H -4.8778 -1.3618 -2.4999 -0.02 0.00 0.01 0.432
H -3.6435 -3.5885 -2.3828 0.03 -0.01 -0.06 0.457
H -1.5351 -4.7718 -1.8230 0.04 -0.01 0.03 0.421
H 0.3052 -3.5302 -0.7061 -0.01 -0.01 0.04 0.433
H -0.4179 4.5084 1.0926 -0.06 -0.01 0.06 0.463
B 4.0735 -3.4665 -0.4423 0.54 -0.67 -0.02 -0.010
C 2.9126 -2.6399 0.1094 -0.20 0.18 0.12 0.183
N 2.0140 -1.9897 0.4634 0.74 -0.71 -0.20 -0.466
H 5.1181 -2.9643 -0.1178 -0.05 0.29 -0.08 -0.069
H 4.0360 -4.5798 0.0177 -0.25 -0.02 0.09 -0.074
H 3.9103 -3.5213 -1.6402 -0.06 0.19 -0.08 -0.090
N 1.6691 0.5134 -1.1614 -0.94 -1.11 1.34 -0.434
H 1.1826 1.3695 -1.4052 -0.03 0.00 0.06 0.272
H 1.8122 -0.0307 -2.0069 0.01 -0.10 0.06 0.286
H 2.5792 0.7476 -0.7741 0.01 -0.03 0.03 0.291


49
Properties=species:S:1:pos:R:3:forces:R:3:mulliken_charge:R:1 method="wB97M-V/def2-TZVPD" e_tot_ha=-7149.39895 multiplicity=1 smiles="C/C(Br)=C(/Br)O[P@](=O)(O)OCCF.O=C1C=C(O)C(=O)C=C1O.O=C1C=C(O)C(=O)C=C1O" total_charge=0
C 0.4068 -4.1086 1.4448 0.55 -0.60 0.02 -0.637
C 1.7334 -3.4105 0.7343 -0.93 3.86 0.94 0.164
Br 2.9971 -4.6591 -0.2076 -1.52 1.61 1.25 -0.125
C 1.9563 -1.9341 0.8086 -0.93 -4.82 -0.46 0.211
Br 3.6234 -1.1882 -0.0396 -2.51 -0.64 1.29 -0.011
O 0.9306 -1.1335 1.5051 -0.67 -0.35 -2.26 -0.377
P -0.2933 -0.5411 0.4176 2.92 2.64 -5.93 1.087
O 0.4771 -0.1526 -0.9442 -3.33 -1.68 5.52 -0.678
O -0.9903 0.9109 1.1393 0.05 -3.88 -1.08 -0.491
O -1.5112 -1.7034 -0.0300 1.08 2.34 3.02 -0.310
C -2.6245 -1.7494 0.9308 -2.67 -1.31 1.01 0.223
C -3.5619 -3.0830 0.5587 0.40 0.71 -0.75 -0.235
F -4.9083 -2.9657 1.2301 3.28 -0.20 -1.48 -0.327
H -0.0624 -4.9457 0.7571 1.17 1.81 1.21 0.294
H -0.4434 -3.3451 1.6983 1.97 -1.32 -0.54 0.010
H 0.7454 -4.6558 2.4483 -0.64 1.30 -2.20 0.314
H -1.9749 0.9739 0.9344 1.40 -0.32 0.32 0.380
H -3.3589 -0.8283 0.8291 1.91 -2.04 0.26 -0.059
H -2.3010 -1.9077 2.0518 -0.31 0.59 -2.20 0.300
H -3.6981 -3.0596 -0.6150 -0.11 -0.13 2.51 0.247
H -3.0348 -4.0865 0.8549 -1.33 1.97 -0.28 0.202
C -5.6429 1.8746 2.4036 0.51 -0.30 -0.40 -0.921
C -6.7648 2.5767 2.5738 -0.40 0.12 2.10 0.367
C -7.5185 3.1245 1.4121 -0.91 0.62 -0.61 0.861
O -8.5565 3.7495 1.5989 0.90 -0.55 0.17 -0.596
C -6.9732 2.8923 0.0655 -0.23 0.12 0.25 -0.861
C -5.8494 2.1931 -0.1043 0.29 -0.04 -1.91 0.530
C -5.1111 1.6222 1.0555 0.06 -0.09 0.86 0.619
O -4.0909 0.9683 0.8665 -0.28 0.63 -0.26 -0.567
O -5.3299 1.9735 -1.3669 -0.05 -0.16 2.04 -0.578
O -7.2693 2.8203 3.8381 0.18 0.01 -2.19 -0.559
H -5.0863 1.4688 3.2389 -0.04 0.02 -0.05 0.442
H -7.5212 3.3111 -0.7688 0.03 -0.03 0.05 0.424
H -4.5160 1.4425 -1.2253 -0.36 0.24 -0.17 0.330
H -8.0864 3.3461 3.6960 0.30 -0.20 0.07 0.352
C 6.9345 0.0778 -3.3783 -0.18 -0.23 0.33 -0.957
C 7.7011 1.0782 -3.8169 0.09 -0.25 -1.89 0.411
C 8.2767 2.0807 -2.8781 0.54 0.88 0.41 0.896
O 8.9929 2.9779 -3.3084 -0.55 -0.74 0.00 -0.609
C 7.9518 1.9526 -1.4489 0.18 0.17 -0.32 -0.817
C 7.1824 0.9541 -1.0110 -0.14 0.30 1.93 0.387
C 6.6298 -0.0638 -1.9462 -0.46 -0.73 -0.47 0.923
O 5.9409 -0.9806 -1.5115 0.68 0.75 -0.15 -0.600
O 6.8709 0.8293 0.3305 0.02 -0.49 -1.99 -0.568
O 7.9897 1.2193 -5.1619 0.05 0.45 1.95 -0.564
H 6.5115 -0.6591 -4.0494 0.02 0.04 0.05 0.423
H 8.3620 2.6981 -0.7799 -0.02 -0.05 -0.04 0.420
H 6.3043 0.0295 0.3934 0.21 0.32 0.06 0.281
H 8.5611 2.0155 -5.2239 -0.23 -0.32 0.03 0.348


37
Properties=species:S:1:pos:R:3:forces:R:3:mulliken_charge:R:1 method="wB97M-V/def2-TZVPD" e_tot_ha=-1302.12554 multiplicity=1 smiles=Clc1cccc(-c2ccc(CNCc3cccc[nH+]3)o2)c1 total_charge=+1
Cl 4.2002 1.8452 -1.1998 0.01 0.06 -0.02 -0.187
C 3.5380 0.3549 -0.6192 -0.04 -0.19 0.09 0.294
C 2.2104 0.0651 -0.8799 0.08 -0.28 -0.08 -0.754
C 1.6402 -1.1075 -0.3786 0.45 0.27 -0.19 0.754
C 2.4338 -1.9895 0.3572 -0.20 0.14 -0.15 -0.815
C 3.7650 -1.6971 0.5842 -0.01 0.04 0.02 -0.615
C 4.3262 -0.5202 0.1122 0.02 0.12 -0.05 -0.615
H 5.3619 -0.2898 0.3019 0.10 0.05 0.00 0.481
H 4.3778 -2.3888 1.1406 0.06 -0.06 0.06 0.436
H 2.0095 -2.9033 0.7391 -0.05 -0.14 0.07 0.374
C 0.2291 -1.3493 -0.5858 -0.45 -0.92 0.42 0.177
C -0.6029 -2.3708 -0.1912 0.57 0.56 -0.18 -0.310
C -1.8986 -2.0236 -0.6230 -0.02 0.63 -0.45 -1.028
C -1.7881 -0.8141 -1.2530 -0.57 -0.71 0.06 0.828
O -0.4984 -0.4022 -1.2321 0.20 0.08 -0.15 -0.249
C -2.8162 0.0801 -1.8731 0.12 -0.05 0.10 -1.420
N -3.5230 0.9334 -0.9294 -0.14 0.05 0.04 -0.219
H -4.0397 0.3853 -0.2535 -0.04 0.10 -0.03 0.328
C -2.7498 1.9853 -0.3262 -0.28 0.08 -0.02 -1.222
C -1.5720 1.5402 0.5102 -0.07 -0.32 0.29 0.675
N -0.3824 2.1370 0.3212 -0.16 0.17 0.00 0.178
C 0.7344 1.7952 0.9852 0.23 -0.16 0.48 -0.611
C 0.6961 0.7735 1.9036 -0.22 0.18 -0.05 -0.406
C -0.5126 0.1150 2.1271 0.01 0.32 -0.19 -0.544
C -1.6513 0.5185 1.4466 0.17 0.29 -0.04 -0.241
H -2.5980 0.0354 1.6295 -0.06 0.00 -0.07 0.367
H -0.5671 -0.6919 2.8405 0.00 -0.08 0.07 0.454
H 1.5915 0.4858 2.4285 0.14 0.01 -0.01 0.471
H 1.6344 2.3497 0.7689 -0.01 0.07 -0.09 0.545
H -0.3283 2.8821 -0.3699 0.01 -0.16 0.12 0.346
H -3.4252 2.5703 0.3086 0.17 0.04 -0.06 0.333
H -2.3968 2.6414 -1.1298 0.02 0.07 0.10 0.445
H -3.5688 -0.5296 -2.3762 0.15 0.02 -0.06 0.450
H -2.3359 0.7226 -2.6152 -0.07 -0.08 -0.08 0.331
H -2.7923 -2.5996 -0.4973 -0.25 -0.10 -0.03 0.561
H -0.3258 -3.2651 0.3263 0.16 -0.20 0.12 0.602
H 1.6247 0.7261 -1.4981 -0.03 0.11 -0.04 0.807